Formula: C7H9N3
Source: OMol25
Level of theory: ωB97M-V/def2-TZVPD

```
19
Properties=species:S:1:pos:R:3:nbo_charge:R:1
C 2.72 0.46 0.04 -0.079
C 1.59 1.28 0.00 -0.081
C 1.06 -0.87 -0.13 0.246
C 0.34 -1.99 0.13 -0.209
C -1.07 -2.10 0.27 -0.272
C -1.98 -1.42 -0.44 -0.320
C -1.14 2.03 0.08 -0.481
N 2.41 -0.81 -0.05 -0.370
N 0.53 0.47 -0.19 -0.202
N -0.72 0.72 -0.33 -0.114
H 3.75 0.79 0.13 0.207
H 1.52 2.35 0.01 0.221
H 0.95 -2.85 0.42 0.224
H -1.40 -2.79 1.04 0.208
H -1.75 -0.87 -1.32 0.206
H -3.03 -1.52 -0.19 0.189
H -0.84 2.79 -0.66 0.205
H -2.22 2.01 0.14 0.220
H -0.71 2.32 1.05 0.201
```

The value obtained for the LUMO energy (spin up / spin down) is 0.9 / -1.6 eV. For the calculated total energy, the calculation gives -436.22851 Eh. The spin multiplicity is 3. The energy above the lowest of the compared OMol25 structures with the same formula, charge and spin comes out at 52.9 kJ/mol. The HOMO-LUMO gap (spin up / spin down) is 0.2661 / 0.2532 hartree.